(1)
{"formula": "C5H10O", "method": "wB97M-V/def2-TZVPD", "symbols": ["O", "C", "C", "C", "C", "C", "H", "H", "H", "H", "H", "H", "H", "H", "H", "H"], "positions_angstrom": [[-2.165, 0.517, -0.164], [0.896, 0.125, -0.532], [-0.199, -0.927, -0.466], [0.847, 1.543, 0.004], [1.039, -1.051, 0.385], [-1.566, -0.716, 0.183], [1.490, 0.064, -1.444], [1.871, 1.917, 0.136], [1.780, -1.817, 0.177], [-1.496, -0.825, 1.279], [-0.225, -1.551, -1.357], [0.342, 2.233, -0.684], [-1.589, 1.202, 0.195], [0.365, 1.608, 0.987], [-2.282, -1.482, -0.143], [0.893, -0.841, 1.444]], "atomic_forces_ev_per_a": [[0.010, 0.298, 0.138], [0.081, 0.043, -0.080], [-0.106, -0.027, -0.098], [-0.053, -0.002, 0.069], [0.124, -0.104, 0.142], [0.149, -0.264, 0.096], [-0.168, -0.051, 0.123], [-0.188, -0.081, 0.008], [-0.130, 0.082, 0.001], [0.073, 0.149, -0.197], [-0.014, 0.084, 0.180], [0.025, -0.166, 0.099], [-0.201, 0.064, -0.178], [0.011, -0.048, -0.111], [0.343, 0.100, -0.030], [0.045, -0.078, -0.162]], "multiplicity": 1, "homo_energy_ev": -10.185, "mol_weight_g_mol": 86.13, "homo_lumo_gap_ev": 11.229, "smiles": "C[C@H]1C[C@H]1CO", "e_lumo_ha": 0.0384, "energy_ev": -7393.4852, "e_above_lowest_kcal_mol": 29.5}



(2)
{"formula": "C5H10O", "method": "wB97M-V/def2-TZVPD", "symbols": ["O", "C", "C", "C", "C", "C", "H", "H", "H", "H", "H", "H", "H", "H", "H", "H"], "positions_angstrom": [[-1.969, 0.112, 0.707], [-1.065, 0.192, -0.390], [-0.216, -1.102, -0.565], [0.981, -0.867, 0.390], [-0.064, 1.325, -0.047], [1.279, 0.619, 0.309], [2.007, -1.271, 0.358], [-0.511, 1.928, 0.747], [-1.640, 0.412, -1.308], [-2.622, -0.574, 0.519], [0.058, -1.208, -1.622], [1.894, 0.735, 1.216], [0.050, 1.981, -0.921], [2.003, 0.835, -0.485], [-0.836, -1.973, -0.305], [0.651, -1.144, 1.396]], "atomic_forces_ev_per_a": [[-0.130, -0.286, 0.086], [0.405, 0.033, -0.191], [0.182, -0.004, 0.036], [0.052, -0.070, 0.163], [0.097, -0.029, 0.111], [0.192, 0.044, 0.009], [-0.760, -1.040, -0.912], [0.153, -0.095, 0.016], [0.259, -0.041, 0.263], [0.125, 0.105, 0.043], [0.156, 0.079, 0.184], [-0.823, 1.292, 0.075], [0.128, -0.160, 0.300], [-0.163, -0.261, -0.168], [0.292, 0.122, -0.034], [-0.164, 0.311, 0.019]], "multiplicity": 1, "homo_energy_ev": -10.182, "mol_weight_g_mol": 86.13, "homo_lumo_gap_ev": 11.168, "smiles": "OC1CCCC1", "e_lumo_ha": 0.0362, "energy_ev": -7394.0458, "e_above_lowest_kcal_mol": 16.6}



(3)
{"formula": "C5H10O", "method": "wB97M-V/def2-TZVPD", "symbols": ["O", "C", "C", "C", "C", "C", "H", "H", "H", "H", "H", "H", "H", "H", "H", "H"], "positions_angstrom": [[1.549, -0.709, -0.951], [1.641, -0.907, 0.242], [-0.760, -0.726, -1.611], [-1.285, 0.453, -1.262], [0.641, 0.896, 1.306], [-0.637, 0.475, 1.301], [-1.254, -1.661, -1.371], [0.994, -1.633, 0.762], [0.004, -0.841, -2.350], [0.982, 1.639, 0.588], [1.101, 0.940, 2.289], [-0.997, -0.284, 1.989], [-1.432, 1.065, 0.895], [-2.367, 0.523, -1.202], [2.565, -0.639, 0.772], [-0.759, 1.394, -1.420]], "atomic_forces_ev_per_a": [[0.813, -0.011, 0.645], [0.843, -1.122, -0.725], [-1.097, 0.027, -1.163], [-0.262, -0.236, -1.534], [-1.064, 1.224, 0.725], [-0.050, 0.845, 1.232], [-0.472, 0.079, -0.150], [-0.108, 0.146, 0.024], [0.665, 0.172, 0.505], [-0.180, 0.103, 0.175], [0.925, -1.131, -0.337], [0.218, 0.092, 0.280], [-0.088, -0.377, -0.988], [0.083, 0.003, 1.362], [-0.143, 0.397, 0.312], [-0.084, -0.211, -0.364]], "multiplicity": 1, "homo_energy_ev": -8.315, "mol_weight_g_mol": 86.13, "homo_lumo_gap_ev": 8.752, "smiles": "C=C.C=C.C=O", "e_lumo_ha": 0.0160, "energy_ev": -7389.5257, "e_above_lowest_kcal_mol": 120.8}



(4)
{"formula": "C5H10O", "method": "wB97M-V/def2-TZVPD", "symbols": ["O", "C", "C", "C", "C", "C", "H", "H", "H", "H", "H", "H", "H", "H", "H", "H"], "positions_angstrom": [[0.335, -1.001, 2.448], [0.364, 1.371, 0.186], [-0.248, -2.057, -0.957], [-0.461, -0.753, -0.915], [0.673, 0.250, -0.776], [-0.289, 2.453, -0.234], [0.499, 1.160, 1.241], [-1.420, -0.282, -1.072], [-0.057, -0.952, 3.324], [1.570, -0.278, -0.451], [0.732, -2.479, -0.772], [-0.400, -1.104, 1.829], [-0.709, 2.492, -1.234], [0.874, 0.637, -1.785], [-1.012, -2.783, -1.209], [-0.453, 3.327, 0.376]], "atomic_forces_ev_per_a": [[-0.003, 0.009, -0.071], [-0.891, 0.011, -0.603], [-0.267, -0.409, -0.020], [0.820, 0.472, -0.057], [-0.188, -0.411, 0.215], [0.177, -0.140, 0.163], [0.611, 0.324, -0.020], [-0.341, -0.252, -0.112], [-0.070, -0.020, -0.033], [0.050, -0.017, -0.035], [0.117, 0.132, -0.046], [0.078, -0.062, 0.071], [0.458, 0.193, -0.229], [-0.052, 0.136, 0.274], [-0.186, 0.126, 0.177], [-0.312, -0.094, 0.327]], "multiplicity": 1, "homo_energy_ev": -9.459, "mol_weight_g_mol": 86.13, "homo_lumo_gap_ev": 10.405, "smiles": "C=CCC=C.O", "e_lumo_ha": 0.0348, "energy_ev": -7393.0813, "e_above_lowest_kcal_mol": 38.8}



(5)
{"formula": "C5H10O", "method": "wB97M-V/def2-TZVPD", "symbols": ["O", "C", "C", "C", "C", "C", "H", "H", "H", "H", "H", "H", "H", "H", "H", "H"], "positions_angstrom": [[1.055, 0.743, -1.701], [-1.959, 0.117, -0.096], [-0.529, -0.428, -0.332], [1.906, 0.069, 0.469], [0.678, 0.499, -0.356], [-1.240, -0.621, 0.963], [-0.845, -0.837, -1.273], [2.320, -0.890, 0.133], [2.692, 0.826, 0.347], [-1.600, -1.573, 1.332], [-2.748, -0.460, -0.591], [-2.085, 1.187, -0.110], [0.346, 1.466, 0.042], [1.688, -0.015, 1.540], [-0.859, 0.046, 1.733], [1.178, -0.128, -2.103]], "atomic_forces_ev_per_a": [[0.068, -0.110, -0.220], [-0.279, 0.484, 0.159], [-0.631, 0.927, -0.230], [-0.119, -0.060, -0.059], [-0.224, 0.154, 0.224], [-0.126, -0.069, 0.320], [1.286, -1.815, -0.148], [-0.185, 0.091, -0.019], [-0.228, -0.145, -0.007], [0.009, 0.011, -0.090], [0.369, 0.425, -0.082], [-0.206, 0.175, 0.487], [0.117, 0.057, -0.091], [-0.091, -0.006, -0.224], [0.176, -0.342, 0.034], [0.065, 0.223, -0.055]], "multiplicity": 1, "homo_energy_ev": -9.473, "mol_weight_g_mol": 86.13, "homo_lumo_gap_ev": 10.617, "smiles": "C[C@@H](O)C1CC1", "e_lumo_ha": 0.0420, "energy_ev": -7392.8017, "e_above_lowest_kcal_mol": 45.3}



(6)
{"formula": "C5H10O", "method": "wB97M-V/def2-TZVPD", "symbols": ["O", "C", "C", "C", "C", "C", "H", "H", "H", "H", "H", "H", "H", "H", "H", "H"], "positions_angstrom": [[1.818, 1.224, -1.171], [0.988, 0.390, -1.444], [-0.972, -0.825, -0.474], [-0.089, -1.145, 0.704], [-0.499, 0.466, -1.176], [-0.365, -0.814, 1.962], [0.874, -1.592, 0.454], [1.202, 2.335, 1.412], [-1.295, -0.313, 2.230], [-0.740, 1.346, -0.570], [0.338, -0.965, 2.777], [-0.973, -1.652, -1.198], [1.423, 2.246, 0.703], [-2.006, -0.699, -0.140], [1.308, -0.560, -1.928], [-1.018, 0.572, -2.140]], "atomic_forces_ev_per_a": [[-0.514, -0.354, -0.281], [0.208, 0.186, -0.031], [-0.113, -0.065, 0.013], [0.023, 0.141, 0.177], [-0.014, 0.109, 0.057], [0.065, 0.097, -0.148], [-0.121, 0.006, 0.198], [0.026, 0.042, -0.036], [0.059, -0.149, -0.114], [0.212, -0.113, -0.075], [-0.063, -0.117, -0.200], [0.069, 0.099, 0.169], [-0.064, 0.063, 0.242], [0.092, 0.036, -0.073], [-0.016, 0.051, -0.019], [0.151, -0.032, 0.122]], "multiplicity": 1, "homo_energy_ev": -9.872, "mol_weight_g_mol": 86.13, "homo_lumo_gap_ev": 10.872, "smiles": "C=CCCC=O.[H][H]", "e_lumo_ha": 0.0367, "energy_ev": -7392.6412, "e_above_lowest_kcal_mol": 49.0}



(7)
{"formula": "C5H10O", "method": "wB97M-V/def2-TZVPD", "symbols": ["O", "C", "C", "C", "C", "C", "H", "H", "H", "H", "H", "H", "H", "H", "H", "H"], "positions_angstrom": [[-2.106, -0.318, 0.468], [1.427, -0.575, -0.484], [-1.107, -0.428, -0.527], [0.090, 1.600, 0.170], [0.173, 0.108, -0.002], [0.916, -0.817, 0.925], [-0.993, -1.468, -0.792], [0.006, 2.191, -0.755], [1.072, 1.917, 0.582], [-2.933, -0.617, 0.020], [1.420, -1.360, -1.212], [2.299, -0.011, -0.577], [0.381, -1.754, 1.177], [-0.777, 1.809, 0.768], [1.515, -0.360, 1.717], [-1.384, 0.082, -1.476]], "atomic_forces_ev_per_a": [[-1.418, -0.180, -0.702], [-1.152, -0.678, 0.592], [-0.073, -0.384, -0.826], [1.768, 0.159, -0.080], [0.095, -0.013, -0.814], [-0.185, 0.071, 0.140], [0.183, -0.642, -0.122], [-0.155, -0.600, -0.087], [-0.848, 0.220, 0.378], [0.786, 0.417, 0.844], [-0.456, -0.405, -0.252], [1.217, 1.085, 0.060], [0.647, 0.678, -0.185], [-0.078, 0.459, 0.671], [-0.329, -0.269, -0.130], [-0.004, 0.081, 0.513]], "multiplicity": 1, "homo_energy_ev": -10.130, "mol_weight_g_mol": 86.13, "homo_lumo_gap_ev": 11.045, "smiles": "CC1(CO)CC1", "e_lumo_ha": 0.0337, "energy_ev": -7393.4382, "e_above_lowest_kcal_mol": 30.6}



(8)
{"formula": "C5H10O", "method": "wB97M-V/def2-TZVPD", "symbols": ["O", "C", "C", "C", "C", "C", "H", "H", "H", "H", "H", "H", "H", "H", "H", "H"], "positions_angstrom": [[-0.721, 1.117, -1.453], [-0.586, 0.232, -0.355], [1.874, -0.365, 0.973], [0.973, -0.020, -0.205], [0.071, -1.047, -0.842], [-1.912, 0.449, 0.458], [-2.642, -0.284, 0.094], [1.506, 0.587, -0.944], [-0.720, 1.957, -0.975], [-2.384, 1.398, 0.121], [1.376, -1.043, 1.668], [0.024, -2.017, -0.337], [2.815, -0.854, 0.660], [0.077, -1.142, -1.925], [-1.917, 0.492, 1.548], [2.167, 0.540, 1.516]], "atomic_forces_ev_per_a": [[0.029, 0.351, -0.098], [0.591, -0.421, 0.135], [-0.354, 0.067, 0.131], [-0.194, 0.122, 0.040], [-0.190, 0.075, -0.148], [0.174, -0.062, -0.297], [0.227, -0.174, 0.346], [-0.369, 0.009, 0.309], [-0.009, 0.243, -0.737], [0.661, -0.372, 0.247], [0.016, 0.045, 0.087], [-0.443, 0.513, 0.137], [-0.520, 0.166, -0.147], [0.092, -0.019, 0.088], [0.401, -0.404, -0.100], [-0.113, -0.139, 0.006]], "multiplicity": 1, "homo_energy_ev": -9.215, "mol_weight_g_mol": 86.13, "homo_lumo_gap_ev": 10.247, "smiles": "C[C@H]1C[C@]1(C)O", "e_lumo_ha": 0.0379, "energy_ev": -7392.8148, "e_above_lowest_kcal_mol": 45.0}